(1)
Formula: CH2N3O3
Source: the OMol25 dataset
Level of theory: ωB97M-V/def2-TZVPD

```
9
Properties=species:S:1:pos:R:3:forces:R:3
C 0.577904 -0.418566 1.034481 0.6 -0.1 1.6
N -0.365604 -0.472588 1.691198 0.0 -0.5 0.9
N 1.584879 -0.232603 0.196554 0.5 -0.6 0.2
N -1.391075 0.283289 -0.662976 2.8 -0.1 -2.6
O -0.988390 -0.828320 -1.056366 -0.3 -0.9 0.0
O -0.540621 1.220108 -0.725655 0.2 0.7 0.3
O -2.516863 0.492839 -0.373525 -3.2 0.5 1.2
H 1.051232 0.187292 -0.566830 1.0 0.7 -1.1
H 2.588537 -0.231451 0.463119 -1.8 0.3 -0.5
```
Forces are in eV/Å.

2S+1 ... 1
HOMO-LUMO gap ... 8.342 eV
Energy relative to the best compared isomer or geometry (same formula, charge and spin) ... 76.53 kcal/mol
E_tot ... -11679.431 eV
Charge ... -1
E_LUMO ... 4.00 eV

(2)
Formula: CH2N4O
Source: the OMol25 dataset
Level of theory: ωB97M-V/def2-TZVPD

```
8
Properties=species:S:1:pos:R:3:forces:R:3
N 0.427987 0.778395 -1.143528 1.0 1.5 -1.5
N 0.330652 0.036271 -1.990071 -1.4 -2.0 1.3
O -0.026495 -1.048553 -2.355211 0.8 1.2 -1.0
N -0.506377 -1.456016 0.069658 0.0 -1.2 -0.8
C -0.225253 -0.407846 0.459228 -0.9 -0.2 2.2
N -0.229901 0.553329 1.405605 0.1 0.3 -0.3
H 0.357614 1.328842 1.210999 0.4 0.7 -0.1
H -0.128227 0.215578 2.343320 0.0 -0.3 0.2
```
Forces are in eV/Å.

2S+1 ... 1
HOMO-LUMO gap ... 10.051 eV
SMILES ... N#[N+][O-].N#CN
Energy relative to the best compared isomer or geometry (same formula, charge and spin) ... 61.37 kcal/mol
E_tot ... -9073.637 eV
E_LUMO ... -0.36 eV

(3)
Formula: CH2N4O
Source: the OMol25 dataset
Level of theory: ωB97M-V/def2-TZVPD

```
8
Properties=species:S:1:pos:R:3:forces:R:3
H -2.292231 0.842004 0.369750 -0.1 -1.0 -1.3
N -1.886415 -0.043971 -0.034909 -6.6 2.3 1.7
C -0.702988 0.113487 -0.054561 3.4 1.6 -0.1
N 0.202949 1.199966 -0.047428 2.4 1.6 -0.6
N 1.451297 0.775901 -0.071530 -5.8 -2.4 1.2
N 1.227901 -0.580218 0.153759 7.8 -2.0 -1.1
O 0.002742 -0.980849 -0.102413 1.2 -2.7 -0.6
H 1.996748 -1.326317 -0.212669 -2.4 2.6 0.9
```
Forces are in eV/Å.

2S+1 ... 1
HOMO-LUMO gap ... 9.003 eV
SMILES ... [H]/N=c1\nn[nH]o1
Energy relative to the best compared isomer or geometry (same formula, charge and spin) ... 85.64 kcal/mol
E_tot ... -9072.584 eV
E_LUMO ... -0.40 eV

(4)
Formula: CH2N4O
Source: the OMol25 dataset
Level of theory: ωB97M-V/def2-TZVPD

```
8
Properties=species:S:1:pos:R:3:forces:R:3
O 2.029666 -0.049650 -0.124933 -0.7 0.3 0.1
C 0.679685 -0.016040 0.029425 -0.6 0.1 0.3
N -0.031199 -1.171158 0.178465 0.3 -0.4 0.0
N -1.268707 -0.849460 0.297575 0.6 -0.2 0.0
N -1.399953 0.437192 0.237866 1.7 0.0 -0.3
N -0.028990 1.089526 0.036394 -3.3 -1.2 0.4
H 2.452201 -0.081057 0.745481 -0.1 0.0 -0.2
H -2.435355 0.647144 0.302856 2.1 1.3 -0.3
```
Forces are in eV/Å.

2S+1 ... 1
HOMO-LUMO gap ... 11.669 eV
SMILES ... Oc1nn[nH]n1
Energy relative to the best compared isomer or geometry (same formula, charge and spin) ... 33.41 kcal/mol
E_tot ... -9074.849 eV
E_LUMO ... 0.68 eV

(5)
Formula: CH2N4O
Source: the OMol25 dataset
Level of theory: ωB97M-V/def2-TZVPD

```
8
Properties=species:S:1:pos:R:3:forces:R:3
O 1.926969 -0.296866 0.030286 0.2 0.2 0.1
C 0.616273 -0.186438 0.195349 0.0 -0.1 0.0
N -0.179502 -1.284132 -0.062775 0.1 -0.1 0.4
N -1.365679 -0.911173 0.176562 0.3 0.3 0.0
N -1.321315 0.387679 0.615090 0.0 -0.8 -0.8
N -0.045343 0.869349 0.565199 0.1 -0.3 -0.3
H 2.331001 0.571187 0.169754 0.0 -0.1 0.0
H -1.973545 0.839690 -0.009660 -0.6 1.0 0.6
```
Forces are in eV/Å.

2S+1 ... 1
HOMO-LUMO gap ... 11.007 eV
SMILES ... Oc1nn[nH]n1
Energy relative to the best compared isomer or geometry (same formula, charge and spin) ... 19.56 kcal/mol
E_tot ... -9075.450 eV
E_LUMO ... 0.55 eV

(6)
Formula: CH2N4O2
Source: the OMol25 dataset
Level of theory: ωB97M-V/def2-TZVPD

```
9
Properties=species:S:1:pos:R:3:forces:R:3
C -0.464301 -0.469572 0.505012 3.0 0.6 -4.6
N -1.259953 -1.184311 1.113858 -0.5 -0.2 0.2
N -0.138616 -0.340192 -1.027658 -3.4 -1.4 3.4
N 0.804839 0.531933 -1.054252 0.6 0.3 1.0
N 1.361819 0.864075 0.073861 -0.9 -0.4 -1.3
O 0.616400 0.259870 1.071407 0.3 0.3 0.5
O 2.333054 1.568079 0.249470 0.4 0.5 0.6
H -1.104942 -1.213174 2.118302 -0.1 0.1 -0.1
H 1.052673 0.964667 -1.939134 0.6 0.1 0.4
```
Forces are in eV/Å.

2S+1 ... 1
HOMO-LUMO gap (alpha / beta) ... 8.496 / 8.239 eV
Energy relative to the best compared isomer or geometry (same formula, charge and spin) ... 123.17 kcal/mol
E_tot ... -11118.280 eV
E_LUMO (alpha / beta) ... 0.04 / -0.15 eV

(7)
Formula: CH2N4O3
Source: the OMol25 dataset
Level of theory: ωB97M-V/def2-TZVPD

```
10
Properties=species:S:1:pos:R:3:forces:R:3
O 1.180150 -1.625818 1.006404 -1.2 -0.3 -4.1
N 0.541818 -0.601534 1.594673 0.4 -1.4 2.1
C 0.135350 0.212145 0.772578 -1.3 2.2 -1.4
N -0.715390 1.386572 0.990559 2.2 -0.6 -2.3
N -0.702520 1.986908 -0.079643 -1.2 0.3 0.6
O 0.012560 1.257439 -1.179095 0.3 1.1 1.2
N 0.485838 0.103387 -0.622908 -0.7 0.3 -0.4
O -0.376286 -0.911803 -1.172458 -4.3 3.1 -0.1
H 0.805621 -1.563475 -0.113263 2.0 -1.2 4.5
H -1.367140 -0.243819 -1.196847 3.8 -3.5 -0.2
```
Forces are in eV/Å.

2S+1 ... 1
HOMO-LUMO gap ... 9.627 eV
SMILES ... O/N=c1/nnon1O
Energy relative to the best compared isomer or geometry (same formula, charge and spin) ... 88.41 kcal/mol
E_tot ... -13163.242 eV
E_LUMO ... -0.92 eV

(8)
Formula: CH2N5O3
Source: the OMol25 dataset
Level of theory: ωB97M-V/def2-TZVPD

```
11
Properties=species:S:1:pos:R:3:forces:R:3
C 1.389386 -0.800349 1.457503 1.9 0.0 -0.3
N 2.513304 -0.969145 1.706178 -1.6 -0.2 -0.1
N -1.668808 -0.004738 -0.053937 2.1 0.9 2.7
N 0.153230 -0.327547 1.174318 -2.0 1.0 1.2
N -0.427599 -0.629080 0.062694 -1.5 -0.5 0.5
N 0.479525 0.147377 -1.767574 -0.1 -0.2 0.4
O -0.366622 0.446578 2.157729 0.7 -0.4 -1.6
O -0.249988 0.942526 -2.396359 1.3 0.1 -0.2
O 1.713831 0.161993 -1.739730 -0.8 0.9 -0.9
H -1.947087 0.081046 -1.000901 0.4 -0.2 -1.2
H -1.589171 0.951338 0.400077 -0.4 -1.5 -0.4
```
Forces are in eV/Å.

2S+1 ... 1
HOMO-LUMO gap ... 6.937 eV
Energy relative to the best compared isomer or geometry (same formula, charge and spin) ... 49.62 kcal/mol
E_tot ... -14656.399 eV
Charge ... -1
E_LUMO ... 3.51 eV